{
  "formula": "H30N4O19S3Zn",
  "method": "the ωB97M-V functional and the def2-TZVPD basis",
  "species": ["Zn", "N", "H", "H", "H", "H", "N", "H", "H", "H", "H", "N", "H", "H", "H", "H", "N", "H", "H", "H", "H", "S", "O", "O", "O", "O", "S", "O", "O", "O", "O", "S", "O", "O", "O", "O", "O", "H", "H", "O", "H", "H", "O", "H", "H", "O", "H", "H", "O", "H", "H", "O", "H", "H", "O", "H", "H"],
  "xyz": [[0.84117, -2.49878, -0.34706], [0.89206, 3.77549, 1.82580], [0.29898, 4.58379, 1.70331], [0.37771, 2.94821, 1.55905], [1.09400, 3.72865, 2.81429], [1.71462, 3.95643, 1.26836], [3.08230, 1.28359, -1.91672], [3.40298, 2.24087, -1.88668], [3.19022, 0.94174, -2.86097], [2.08866, 1.23641, -1.74196], [3.60277, 0.72017, -1.25964], [2.17362, 0.30462, 2.11839], [1.44331, 0.93766, 1.82513], [2.63692, 0.65195, 2.94594], [2.89850, 0.15183, 1.43188], [1.76166, -0.59431, 2.32413], [-3.25857, -1.19102, -0.96288], [-3.08314, -2.04719, -0.45662], [-2.68126, -0.44257, -0.60704], [-4.22573, -0.89999, -0.96239], [-2.99752, -1.57135, -1.86139], [-0.10879, 0.64922, -0.35718], [-1.54452, 0.66256, -0.62145], [0.17164, 1.51330, 0.84851], [0.38078, -0.70551, -0.08843], [0.55657, 1.18208, -1.50188], [2.10933, -3.16840, 2.64880], [1.42385, -4.36734, 3.15154], [3.50539, -3.46675, 2.71659], [1.70644, -2.76470, 1.33414], [1.82925, -2.00286, 3.45296], [-1.92207, -3.54828, 1.05557], [-3.12473, -3.47166, 0.21563], [-0.80777, -3.24282, 0.20366], [-2.05423, -2.66641, 2.20343], [-1.79343, -4.89114, 1.53319], [2.74427, -1.93255, -1.03606], [3.05110, -1.85553, -1.93947], [3.36121, -1.40636, -0.52739], [-3.65192, 2.05712, -1.53481], [-4.28631, 2.21161, -0.83487], [-2.89414, 1.67526, -1.09190], [-2.63555, 2.85695, 0.99087], [-2.00713, 2.23938, 0.61683], [-3.46683, 2.38238, 0.99196], [-0.64478, 3.43168, -1.89013], [-0.12661, 2.62687, -1.89265], [-1.54137, 3.14035, -2.05591], [0.27407, -2.23338, -2.36015], [0.16367, -2.74015, -3.16466], [-0.07190, -1.36666, -2.57309], [0.20046, 0.26639, -4.02662], [-0.66691, 0.63263, -4.19914], [0.41617, 0.56601, -3.14349], [-1.37109, 0.04297, 2.95779], [-1.00525, 0.38106, 2.14044], [-1.42211, -0.90353, 2.82448]],
  "forces_ev_per_a": [[-1.3, -2.3, 0.4], [0.1, 1.7, 0.8], [-0.6, 0.4, -0.1], [-0.6, -1.2, -1.0], [0.3, 0.0, 0.5], [0.3, -0.3, -0.1], [1.7, 0.2, -0.7], [0.2, 0.4, 0.0], [0.4, -0.2, -0.5], [-2.2, 0.0, 0.8], [0.2, -0.1, 0.0], [1.4, 0.6, 0.3], [-0.8, 0.4, -0.8], [0.0, -0.3, 0.6], [-0.1, 0.0, -0.3], [-0.6, -1.8, 1.0], [-0.8, 0.8, -1.4], [-0.5, -2.7, 2.5], [0.4, 0.0, -0.3], [-0.3, -0.3, 0.0], [0.1, 0.8, -0.7], [-2.7, -1.3, 3.7], [1.3, 0.4, 0.3], [0.2, -0.6, -1.0], [-0.1, 2.8, 0.4], [2.8, 1.0, -2.6], [-0.4, 1.4, 2.1], [-0.1, -0.8, 0.0], [1.8, -1.3, -0.2], [0.1, 0.0, -3.0], [-0.5, 1.1, 1.3], [-3.9, -3.6, 4.0], [-0.9, 1.4, -1.6], [4.0, 1.9, -3.4], [0.8, 2.2, 0.1], [0.7, -1.4, 0.1], [0.6, 0.6, -0.5], [-0.1, -0.4, -0.6], [0.2, -0.5, 0.6], [-0.3, -0.2, -0.6], [-0.3, 0.3, -0.1], [0.2, 0.0, 0.0], [0.3, 0.6, 0.3], [0.0, -0.2, 0.0], [-0.1, -0.1, 0.4], [0.2, 0.7, 0.1], [-0.1, 0.1, -0.2], [-0.6, 0.2, 0.0], [0.3, -0.2, -0.2], [-0.1, -0.5, -0.2], [-0.1, 0.4, -0.3], [0.3, -0.6, -0.2], [-0.3, 0.2, -0.2], [-0.2, 0.4, 0.3], [0.5, 1.1, 0.2], [-0.2, 0.0, 0.0], [-0.4, -1.3, -0.2]],
  "homo_energy_ev": [-9.0, -9.0],
  "charge": 1,
  "gap_ev": [3.50, 3.48],
  "total_energy_ha": -4640.159241,
  "max_force_ev_per_a": 6.67,
  "spin_multiplicity": 2
}